## 1
A cluster of 2 separate species, C4H6ClN in total, computed with the ωB97M-V functional and the def2-TZVPD basis.

Each line ends with the Mulliken charge.
Cartesian coordinates (Å):
C  1.00  2.26  -1.68  -0.360
C  0.34  1.16  -1.62  0.030
C  -0.68  -0.62  1.14  -0.209
C  -0.29  -1.71  0.18  -0.200
N  0.71  -0.83  0.69  -0.285
Cl  -0.62  0.13  -2.46  -0.129
H  0.48  3.23  -1.87  0.233
H  2.05  2.28  -1.22  0.217
H  -1.24  0.30  1.02  0.208
H  -1.03  -0.96  2.20  0.187
H  -0.37  -2.69  0.53  0.239
H  -0.50  -1.80  -0.88  0.068

Output
HOMO (spin up / spin down) ... -9.49 / -7.89 eV
Charge ... 0
Gap between HOMO and LUMO (spin up / spin down) ... 0.3562 / 0.2793 hartree


## 2
The molecule C4H6ClN, computed with the ωB97M-V functional and the def2-TZVPD basis.

Each line ends with the Mulliken charge.
Cartesian coordinates (Å):
C  -0.23  0.46  -0.35  -0.409
C  1.03  -0.01  -0.02  1.116
C  -1.06  1.51  0.26  -0.719
C  0.69  -1.39  0.35  -1.226
N  2.15  0.52  -0.23  -0.603
Cl  3.51  -0.48  0.07  -0.150
H  -0.47  2.48  0.62  0.302
H  -1.49  1.03  1.20  0.258
H  -1.90  1.71  -0.45  0.269
H  1.14  -2.05  -0.28  0.471
H  -0.39  -1.42  0.08  0.302
H  0.92  -1.64  1.31  0.390

Output
HOMO (spin up / spin down) ... -8.31 / -8.31 eV
Charge ... 0
Gap between HOMO and LUMO (spin up / spin down) ... 0.2812 / 0.2813 hartree


## 3
The molecule C4H6ClN, computed with the ωB97M-V functional and the def2-TZVPD basis.

Each line ends with the Mulliken charge.
Cartesian coordinates (Å):
Cl  2.85  -0.70  -0.19  -0.192
C  1.90  0.69  0.07  -0.331
C  0.58  0.70  -0.01  -0.381
C  -0.22  -0.49  -0.31  0.356
C  -1.44  -0.77  0.54  -0.529
N  -1.55  -0.20  -0.87  -0.623
H  2.50  1.59  0.19  0.352
H  -0.01  1.62  0.05  0.223
H  0.43  -1.30  -0.69  0.341
H  -1.56  -0.11  1.38  0.288
H  -1.73  -1.82  0.65  0.255
H  -1.74  0.79  -0.81  0.242

Output
HOMO ... -9.00 eV
Charge ... 0
Gap between HOMO and LUMO ... 0.3666 hartree
Structure (SMILES) ... Cl/C=C\[C@H]1CN1


Stability ranking, top and bottom: 3 is the most stable and 1 is the least stable.


## 1
A cluster of 2 separate species, C3H5FS in total, computed with the ωB97M-V functional and the def2-TZVPD basis.

Each line ends with the Mulliken charge.
Cartesian coordinates (Å):
C  0.88  -0.17  -0.90  -0.909
C  0.22  -0.07  0.52  0.356
C  -1.39  0.33  0.38  -0.399
H  1.73  -0.83  -0.60  0.291
H  0.12  -0.60  -1.83  0.270
H  1.68  0.89  -1.49  0.263
H  0.49  0.89  1.33  0.236
H  -1.72  1.09  -0.36  0.312
F  0.35  -1.20  1.39  -0.262
S  -2.36  -0.32  1.56  -0.158

Output
HOMO ... -8.76 eV
Charge ... 0
Gap between HOMO and LUMO ... 0.3033 hartree


## 2
The molecule C3H5FS, computed with the ωB97M-V functional and the def2-TZVPD basis.

Each line ends with the Mulliken charge.
Cartesian coordinates (Å):
F  0.72  1.75  0.68  -0.260
C  -0.57  1.74  0.27  -0.272
C  -0.79  0.22  0.56  -0.488
C  0.33  -0.49  0.09  -0.243
S  0.17  -1.82  -0.90  -0.227
H  -1.27  2.33  0.89  0.228
H  -0.78  2.21  -0.67  0.327
H  -1.73  -0.03  0.40  0.485
H  -0.71  0.02  1.73  0.206
H  1.43  -0.04  0.35  0.244

Output
HOMO ... -8.52 eV
Charge ... 0
Gap between HOMO and LUMO ... 0.3072 hartree
Structure (SMILES) ... FCCC=S


Stability ranking, top and bottom: 2 is the most stable and 1 is the least stable.


## 1
The ion ClHNO2S2 with charge -1, computed with the ωB97M-V functional and the def2-TZVPD basis.

Each line ends with the Mulliken charge.
Cartesian coordinates (Å):
N  -0.18  0.34  0.20  -0.354
O  1.18  -1.51  -1.18  -0.515
O  2.34  -0.05  0.41  -0.573
S  -1.68  0.01  0.56  0.000
S  1.27  -1.01  0.17  0.542
Cl  -3.05  1.06  -0.71  -0.350
H  0.11  1.16  0.55  0.250

Output
HOMO ... -4.26 eV
Charge ... -1
Gap between HOMO and LUMO ... 0.2849 hartree


## 2
A structure of composition ClHNO2S2, computed with the ωB97M-V functional and the def2-TZVPD basis.

Each line ends with the Mulliken charge.
Cartesian coordinates (Å):
N  -1.48  0.48  -0.92  -0.480
O  1.74  -1.29  1.27  -0.491
O  -0.45  -0.93  2.03  -0.470
S  -0.03  -0.11  -1.05  0.071
S  0.71  -0.28  1.48  0.623
Cl  1.57  1.58  -1.11  -0.454
H  -2.05  0.53  -1.70  0.200

Output
HOMO ... -4.04 eV
Charge ... -1
Gap between HOMO and LUMO ... 0.2816 hartree


Stability ranking, top and bottom: 1 is the most stable and 2 is the least stable.


## 1
A cluster of 2 separate species, C3H8O2 in total, computed with the ωB97M-V functional and the def2-TZVPD basis.

Each line ends with the Mulliken charge.
Cartesian coordinates (Å):
C  -0.30  -1.29  1.05  -0.822
C  0.13  -0.56  0.02  0.210
O  1.31  -0.77  -0.58  -0.523
C  -0.67  0.60  -0.56  -0.280
O  0.11  1.34  -1.50  -0.562
H  -1.31  -1.16  1.42  0.264
H  0.34  -2.05  1.48  0.310
H  1.48  -0.01  -1.17  0.402
H  -1.52  0.12  -1.04  0.363
H  -1.03  1.30  0.21  0.288
H  -0.24  1.16  -2.38  0.309
H  0.64  0.36  1.64  -0.031
H  1.06  0.95  1.41  0.071

Output
HOMO ... -8.50 eV
Charge ... 0
Gap between HOMO and LUMO ... 0.3331 hartree
Structure (SMILES) ... C=C(O)CO.[H][H]


## 2
A cluster of 2 separate species, C3H8O2 in total, computed with the ωB97M-V functional and the def2-TZVPD basis.

Each line ends with the Mulliken charge.
Cartesian coordinates (Å):
O  -0.66  3.27  -1.05  -0.484
C  -0.45  2.31  -0.35  0.332
O  0.66  2.13  0.45  -0.441
H  -1.04  1.40  -0.23  0.225
H  1.48  2.55  -0.02  0.338
C  -0.14  -1.70  0.86  -0.609
C  0.05  -1.35  -0.54  -0.843
H  0.75  -2.37  1.13  0.244
H  0.16  -0.59  1.47  0.140
H  -1.15  -2.12  1.12  0.267
H  0.91  -0.70  -0.78  0.271
H  -0.75  -0.70  -0.78  0.231
H  0.20  -2.14  -1.28  0.328

Output
HOMO ... -11.12 eV
Charge ... 0
Gap between HOMO and LUMO ... 0.4335 hartree
Structure (SMILES) ... O=CO.CC


## 3
A cluster of 2 separate species, C3H8O2 in total, computed with the ωB97M-V functional and the def2-TZVPD basis.

Each line ends with the Mulliken charge.
Cartesian coordinates (Å):
C  2.88  0.48  0.45  -0.942
C  1.81  0.89  1.11  0.776
C  0.43  0.31  1.10  -1.054
O  1.91  1.79  2.16  -0.506
H  2.74  -0.22  -0.36  0.246
H  3.89  0.81  0.67  0.264
H  0.14  -0.19  0.18  0.335
H  0.44  -0.43  1.90  0.250
H  -0.29  1.05  1.38  0.309
H  2.60  2.45  1.99  0.323
O  -5.78  -2.59  -3.36  -0.640
H  -5.94  -1.89  -4.01  0.321
H  -4.84  -2.45  -3.20  0.318

Output
HOMO ... -9.02 eV
Charge ... 0
Gap between HOMO and LUMO ... 0.3639 hartree
Structure (SMILES) ... C=C(C)O.O


Stability ranking, top and bottom: 3 is the most stable and 1 is the least stable.


## 1
A structure of composition C3H8O2, computed with the ωB97M-V functional and the def2-TZVPD basis.

Each line ends with the Mulliken charge.
Cartesian coordinates (Å):
O  -0.55  0.99  1.06  -0.592
C  -1.22  0.19  0.06  -0.295
C  -0.17  -0.68  -0.68  -0.477
C  1.20  -0.13  -0.29  -0.267
O  1.35  1.13  -0.42  -0.701
H  0.32  0.17  1.38  0.248
H  -1.73  0.88  -0.62  0.285
H  -1.97  -0.41  0.58  0.274
H  -0.28  -0.57  -1.77  0.299
H  -0.26  -1.74  -0.43  0.279
H  1.09  -0.46  1.13  0.029
H  2.06  -0.80  -0.47  0.405
H  0.18  1.46  0.46  0.513

Output
HOMO ... -9.36 eV
Charge ... 0
Gap between HOMO and LUMO ... 0.3754 hartree


## 2
A cluster of 2 separate species, C3H8O2 in total, computed with the ωB97M-V functional and the def2-TZVPD basis.

Each line ends with the Mulliken charge.
Cartesian coordinates (Å):
C  -0.32  2.76  0.79  -1.017
C  0.16  1.49  0.10  -0.118
C  0.18  0.25  0.56  -0.026
O  0.69  -0.84  -0.05  -0.517
H  -1.38  2.74  0.91  0.276
H  0.18  2.91  1.74  0.296
H  0.08  3.48  0.09  0.311
H  0.20  1.68  -1.05  0.209
H  -0.10  0.16  1.65  0.257
H  1.27  -1.29  0.60  0.317
O  -0.59  -3.05  -1.12  -0.599
H  -0.81  -3.32  -2.05  0.319
H  -0.36  -2.19  -1.21  0.292

Output
HOMO ... -9.03 eV
Charge ... 0
Gap between HOMO and LUMO ... 0.3631 hartree
Structure (SMILES) ... C/C=C/O.O


Stability ranking, top and bottom: 2 is the most stable and 1 is the least stable.


## 1
A cluster of 2 separate species, C3H8O2 in total, computed with the ωB97M-V functional and the def2-TZVPD basis.

Each line ends with the Mulliken charge.
Cartesian coordinates (Å):
C  0.86  -1.75  0.76  -0.978
C  0.75  -0.44  0.05  -0.136
C  0.19  -0.37  -1.14  -0.300
O  0.14  0.94  -1.73  -0.504
H  -0.09  -2.19  0.93  0.277
H  1.51  -2.43  -0.02  0.213
H  1.39  -1.72  1.67  0.320
H  1.24  0.34  0.49  0.412
H  -0.40  -1.03  -1.67  0.409
H  0.34  0.94  -2.69  0.296
O  -2.03  2.83  1.18  -0.642
H  -1.74  2.70  0.32  0.319
H  -2.14  2.16  1.86  0.317

Output
HOMO ... -9.04 eV
Charge ... 0
Gap between HOMO and LUMO ... 0.3618 hartree
Structure (SMILES) ... C/C=C/O.O


## 2
A cluster of 2 separate species, C3H8O2 in total, computed with the ωB97M-V functional and the def2-TZVPD basis.

Each line ends with the Mulliken charge.
Cartesian coordinates (Å):
C  -0.42  -0.68  1.11  -1.000
C  -0.41  -0.68  -0.22  0.928
C  -1.65  -1.01  -1.03  -1.025
O  0.73  -0.42  -0.92  -0.490
H  -1.16  -1.12  1.76  0.263
H  0.43  -0.20  1.59  0.180
H  -2.39  -1.41  -0.34  0.286
H  -2.12  -0.11  -1.44  0.263
H  -1.26  -1.59  -1.87  0.291
H  1.46  -0.40  -0.28  0.289
O  2.15  2.24  0.30  -0.599
H  2.14  3.20  0.14  0.300
H  2.51  2.17  1.19  0.314

Output
HOMO ... -8.46 eV
Charge ... 0
Gap between HOMO and LUMO ... 0.3362 hartree
Structure (SMILES) ... C=C(C)O.O


Stability ranking, top and bottom: 2 is the most stable and 1 is the least stable.